C60H59CrGeN3O6S5Te | ωB97M-V with the def2-TZVPD basis set

Geometry as ORCA input:
```
! wB97M-V def2-TZVPD RIJCOSX def2/J DEFGRID3
* xyz -2 3
Te -1.71 -1.25 -2.47
Ge 0.34 2.63 3.10
Cr 0.91 -2.35 0.14
S 4.84 -0.41 -5.59
S 3.09 -0.96 -3.24
S 4.21 2.08 -0.36
S 4.97 1.27 -3.16
S 1.88 -0.19 -0.57
O 0.86 -1.10 1.78
O 1.87 -2.12 3.47
O 2.70 -2.87 0.58
O 0.44 -3.29 -3.63
O 5.50 -3.44 0.47
O -1.09 -1.97 0.15
N 0.86 -3.04 -1.41
N -1.08 -3.76 1.55
N 0.23 -3.80 1.24
C 0.92 -4.76 1.81
C -3.86 0.32 -4.12
C -1.30 1.18 -0.25
C -2.98 -0.76 -4.18
C 4.23 -6.33 2.25
C 1.05 1.91 -3.74
C -0.59 0.57 -2.60
C 2.06 3.95 -2.66
C -0.35 6.25 0.05
C 3.16 -3.98 1.08
C -3.02 -1.57 -5.32
C 1.04 3.60 7.21
C 1.79 1.45 2.44
C 3.02 0.05 -1.79
C -4.77 0.56 -5.13
C 5.07 -5.41 1.64
C -2.09 -2.72 -5.55
C -2.79 -0.07 4.06
C 5.12 -2.74 -0.69
C -2.37 2.65 4.20
C -1.24 4.52 1.44
C 4.56 -4.26 1.06
C -0.54 1.45 -1.52
C -3.09 -2.54 1.38
C -1.69 -2.75 0.98
C 0.24 -0.14 -4.88
C -5.89 -0.03 -7.30
C -3.76 0.74 4.63
C -3.95 -1.31 -6.32
C 0.46 3.17 6.03
C 1.10 2.80 -2.67
C 0.29 2.56 -1.58
C -1.63 0.47 3.56
C 0.84 -3.69 -2.53
C 4.89 0.85 0.80
C 0.93 5.92 0.47
C 2.31 -4.95 1.69
C 1.58 -1.12 2.82
C 2.29 4.06 4.79
C -3.95 -1.71 0.65
C 1.37 -5.13 -2.38
C -1.40 1.84 3.63
C 2.88 4.49 5.96
C 0.03 4.17 1.87
C 2.87 -6.10 2.26
C -5.25 -1.50 1.09
C -5.70 -2.11 2.25
C 4.32 -0.05 -4.08
C 1.07 3.39 4.80
C -4.85 -2.92 2.98
C -3.85 1.25 -2.94
C 2.10 0.25 3.33
C -4.84 -0.26 -6.25
C -1.43 5.54 0.53
C 2.26 4.26 7.18
C 3.96 1.04 -1.75
C -3.55 2.11 4.69
C 1.11 4.88 1.36
C 0.22 0.80 -3.72
C -3.55 -3.14 2.55
H 1.71 0.39 4.34
H 1.43 -5.58 -3.37
H -6.72 -1.95 2.59
H 2.82 3.79 -1.89
H -5.91 -0.86 0.52
H -2.87 -3.76 3.11
H 6.05 -2.47 -1.19
H -2.64 -3.65 -5.66
H -0.89 -0.17 3.10
H -2.43 5.78 0.18
H 0.34 3.23 -0.73
H -1.37 -2.83 -4.74
H 5.07 1.36 1.75
H -3.96 -1.95 -7.20
H -4.30 2.76 5.12
H 4.55 -1.84 -0.46
H 1.78 6.46 0.08
H -5.18 -3.37 3.91
H 1.55 1.12 1.43
H 0.68 -5.69 -1.75
H -5.61 -0.50 -8.24
H -0.49 2.64 6.06
H 2.21 -6.82 2.71
H 0.37 -5.44 2.46
H -4.67 0.31 5.02
H 6.13 -5.56 1.60
H 2.78 4.23 3.85
H -6.84 -0.46 -6.98
H -2.34 0.92 -0.44
H -2.93 1.82 -2.90
H -3.92 0.65 -2.02
H -1.26 2.05 0.41
H -4.69 1.94 -2.98
H 1.55 4.89 -2.43
H -2.95 -1.14 4.02
H -5.45 1.40 -5.05
H 0.40 -1.17 -4.54
H -0.84 0.34 0.27
H 4.16 0.06 0.94
H -0.50 7.05 -0.66
H 2.72 4.59 8.10
H -2.09 3.96 1.81
H -6.05 1.03 -7.47
H 3.18 0.12 3.44
H 3.83 5.01 5.93
H -3.61 -1.27 -0.28
H 1.03 0.12 -5.58
H 2.67 2.09 2.35
H -2.20 3.72 4.28
H -0.72 -0.11 -5.40
H 2.57 4.04 -3.61
H 4.52 -3.36 -1.35
H 2.35 -5.11 -1.91
H 2.12 4.60 1.64
H 1.69 2.07 -4.59
H 0.55 3.42 8.16
H 5.82 0.46 0.40
H -1.53 -2.56 -6.47
H 4.64 -7.22 2.69
*
```

As for the calculated total energy: -226344.58915 eV. As for the HOMO-LUMO gap (alpha / beta): 6.12 / 6.19 eV. As for the expectation value of S²: 2.50. Its HOMO energy (alpha / beta) is -0.0874 / -0.0897 Eh.